Record 1
{"formula": "C41H54As3BN8OPSn", "method": "ωB97M-V/def2-TZVPD", "multiplicity": 2, "charge": 2, "total_energy_ev": -255664.20605, "s2": 0.75, "symbols": ["Sn", "C", "C", "N", "N", "C", "B", "N", "C", "C", "C", "N", "N", "C", "C", "C", "N", "N", "C", "C", "C", "N", "H", "H", "H", "H", "H", "H", "H", "H", "H", "H", "H", "H", "C", "As", "C", "C", "C", "C", "C", "As", "C", "C", "C", "As", "C", "C", "H", "H", "H", "H", "H", "H", "H", "H", "H", "H", "H", "H", "H", "H", "H", "H", "H", "H", "H", "H", "H", "H", "H", "H", "H", "H", "H", "O", "P", "C", "C", "C", "C", "C", "C", "C", "C", "C", "C", "C", "C", "C", "C", "C", "C", "C", "C", "H", "H", "H", "H", "H", "H", "H", "H", "H", "H", "H", "H", "H", "H", "H"], "xyz": [[-1.06138, 0.01883, -1.88559], [-4.42078, -2.85421, -1.30937], [-3.29937, -2.36224, -1.97184], [-2.98272, -1.15646, -1.50796], [-3.88278, -0.84524, -0.54184], [-4.75000, -1.86660, -0.40302], [-3.83867, 0.57280, 0.09587], [-3.75151, 1.62757, -1.05064], [-4.60139, 2.63968, -1.31481], [-4.16387, 3.29414, -2.45017], [-3.01358, 2.59959, -2.83021], [-2.77221, 1.60447, -1.97929], [-2.50019, 0.67087, 0.92227], [-2.24906, 0.81186, 2.23404], [-0.88151, 0.94412, 2.41451], [-0.35130, 0.87917, 1.13005], [-1.32049, 0.70631, 0.23971], [-5.09228, 0.87094, 0.89040], [-6.38400, 0.60828, 0.51607], [-7.21239, 1.27308, 1.36747], [-6.33483, 1.95540, 2.24081], [-5.06584, 1.72813, 1.95001], [-4.92765, -3.79390, -1.46021], [-2.71211, -2.81818, -2.75557], [-5.53011, -1.84522, 0.34057], [-5.45507, 2.83647, -0.68270], [-4.62165, 4.14002, -2.93867], [-2.35539, 2.76740, -3.67313], [-3.04725, 0.82970, 2.95335], [-0.36020, 1.07637, 3.35012], [0.67098, 0.93703, 0.78836], [-6.62193, -0.00136, -0.34291], [-8.29232, 1.28857, 1.36310], [-6.58107, 2.60961, 3.06532], [4.44672, -0.78161, -1.71876], [2.98356, 0.51304, -1.86507], [3.35405, 0.92008, -3.74525], [3.95576, 1.97199, -0.92301], [3.48042, 3.43443, -1.02481], [3.55991, 3.93434, -2.47491], [2.06540, 3.72042, -0.47191], [0.45410, 3.23610, -1.54287], [0.49652, 4.70946, -2.83346], [-0.79045, 4.09582, -0.29989], [4.52538, 4.34311, -0.30782], [4.86495, 4.17344, 1.60514], [3.42287, 3.52152, 2.70174], [6.28540, 2.90150, 1.85623], [5.37840, -0.34283, -2.07836], [4.19159, -1.62857, -2.35468], [4.58618, -1.14706, -0.70515], [4.28918, 1.46916, -3.86107], [2.54384, 1.47518, -4.21548], [3.45032, -0.03862, -4.25397], [4.99486, 1.92203, -1.26637], [3.94196, 1.64536, 0.12469], [2.86001, 3.37559, -3.09123], [4.56117, 3.80089, -2.89172], [3.30064, 4.99343, -2.54272], [1.96909, 4.80325, -0.33604], [1.91673, 3.25517, 0.50430], [0.95087, 5.59486, -2.38613], [-0.53171, 4.94780, -3.10556], [1.03927, 4.44076, -3.73697], [-0.43296, 5.09388, -0.03955], [-0.90356, 3.50161, 0.60622], [-1.76626, 4.18520, -0.77818], [4.26518, 5.39024, -0.47650], [5.52639, 4.20087, -0.72313], [2.53009, 4.12938, 2.58674], [3.75605, 3.56344, 3.73976], [3.23557, 2.48474, 2.41725], [7.17777, 3.21393, 1.31686], [5.92669, 1.94810, 1.46514], [6.51874, 2.81451, 2.91655], [-0.18418, -1.94604, -0.59326], [-0.08477, -3.12387, 0.34982], [0.60675, -4.53585, -0.51552], [0.83738, -4.41437, -1.88422], [1.33816, -5.49475, -2.60124], [1.60899, -6.68975, -1.95111], [1.38719, -6.81178, -0.58324], [0.88574, -5.73862, 0.13581], [-1.63303, -3.68403, 1.07629], [-2.17023, -2.98043, 2.16074], [-3.35776, -3.39787, 2.74315], [-4.00284, -4.53284, 2.26175], [-3.47617, -5.23337, 1.18601], [-2.30039, -4.80560, 0.58381], [0.97417, -2.76468, 1.77117], [0.95210, -3.54825, 2.92734], [1.80375, -3.26197, 3.98423], [2.68805, -2.19399, 3.89279], [2.71726, -1.41714, 2.74236], [1.86344, -1.70178, 1.68501], [0.62182, -3.47217, -2.37332], [1.51318, -5.40636, -3.66599], [1.99276, -7.53450, -2.51089], [1.60185, -7.74702, -0.08197], [0.71077, -5.84358, 1.20035], [-1.64366, -2.11994, 2.56090], [-3.76924, -2.85183, 3.58447], [-4.91499, -4.87686, 2.73657], [-3.97887, -6.11904, 0.81503], [-1.88780, -5.36005, -0.25146], [0.24770, -4.36834, 3.01610], [1.77947, -3.86891, 4.88024], [3.35574, -1.97425, 4.71765], [3.42140, -0.59240, 2.66917], [1.87946, -1.12077, 0.77727]], "lowdin_charge": [1.15, -0.03, -0.12, -0.10, 0.04, -0.05, -0.64, 0.03, -0.03, -0.03, -0.16, -0.13, 0.06, -0.05, -0.03, -0.19, -0.10, -0.03, -0.10, -0.05, -0.14, 0.07, 0.11, 0.12, 0.13, 0.13, 0.11, 0.11, 0.12, 0.11, 0.09, 0.12, 0.11, 0.11, -0.32, 1.08, -0.32, -0.38, -0.65, -0.08, -0.36, 1.07, -0.31, -0.29, -0.31, 1.38, -0.25, -0.24, 0.03, 0.03, 0.02, 0.03, 0.02, 0.03, 0.08, 0.04, 0.04, 0.10, 0.09, 0.08, 0.04, 0.03, 0.03, 0.02, 0.04, 0.01, 0.02, 0.09, 0.09, 0.04, 0.05, 0.03, 0.05, 0.04, 0.05, -0.52, 0.82, -0.29, -0.07, -0.07, -0.06, -0.06, -0.07, -0.28, -0.08, -0.06, -0.06, -0.07, -0.07, -0.26, -0.07, -0.05, -0.07, -0.08, -0.09, 0.10, 0.11, 0.11, 0.11, 0.11, 0.10, 0.11, 0.11, 0.12, 0.11, 0.11, 0.12, 0.11, 0.09, 0.06]}

Record 2
{"formula": "C41H54BClFN10O5RuS3Se", "method": "ωB97M-V/def2-TZVPD", "multiplicity": 2, "de_lowest_kj_mol": 103.7, "total_energy_ev": -184883.55883, "s2": 0.81, "symbols": ["Ru", "C", "C", "C", "C", "N", "C", "C", "N", "B", "N", "C", "C", "N", "C", "S", "C", "C", "C", "C", "N", "C", "C", "N", "C", "S", "C", "C", "C", "C", "C", "S", "H", "H", "H", "H", "H", "H", "H", "H", "H", "H", "H", "H", "H", "H", "H", "H", "H", "H", "H", "H", "H", "H", "H", "H", "H", "H", "H", "H", "H", "H", "H", "H", "H", "H", "F", "C", "C", "C", "C", "O", "C", "C", "N", "C", "C", "C", "C", "C", "C", "N", "C", "C", "N", "C", "C", "C", "O", "O", "H", "H", "H", "H", "H", "H", "H", "H", "H", "H", "H", "H", "H", "H", "H", "H", "H", "H", "Se", "C", "N", "Cl", "C", "C", "O", "O", "H", "H"], "xyz": [[0.92460, -0.00680, -0.17960], [-1.32870, -5.15430, -0.71360], [-2.09090, -5.02140, 0.60390], [-1.23680, -5.49800, 1.78240], [-3.36040, -5.87110, 0.51910], [-2.45390, -3.61860, 0.84220], [-3.71750, -3.15570, 1.13370], [-3.62860, -1.83010, 1.37550], [-2.31730, -1.45880, 1.24440], [-1.75920, -0.04040, 1.31710], [-1.13720, 0.21820, 2.68930], [-1.40890, -0.43330, 3.86070], [-0.58200, 0.04690, 4.81460], [0.22160, 0.99860, 4.23440], [-0.12240, 1.08380, 2.92090], [0.50600, 2.12380, 1.74900], [1.30170, 1.73360, 4.89750], [0.96950, 3.22840, 4.87620], [2.61100, 1.45440, 4.15990], [1.44310, 1.26460, 6.34810], [-2.82830, 0.98880, 0.99750], [-3.24540, 2.04780, 1.75950], [-3.99120, 2.86210, 0.98240], [-4.05130, 2.31300, -0.27660], [-3.33320, 1.16010, -0.24880], [-3.14940, 0.02430, -1.45900], [-4.64700, 2.92480, -1.46910], [-5.29880, 4.25350, -1.08080], [-3.52970, 3.18300, -2.48580], [-5.72160, 1.98310, -2.02890], [-1.60490, -2.55640, 0.90490], [0.07120, -2.57690, 0.67360], [-1.12390, -6.20280, -0.91150], [-0.38420, -4.62400, -0.67230], [-1.91200, -4.75000, -1.53610], [-0.95010, -6.53530, 1.63760], [-1.80000, -5.41860, 2.71010], [-0.33650, -4.89570, 1.86020], [-3.08290, -6.89790, 0.29610], [-4.01120, -5.51290, -0.27450], [-3.90290, -5.86940, 1.46120], [-4.58280, -3.78310, 1.13450], [-4.38490, -1.11170, 1.62110], [-0.85180, 0.04390, 0.45460], [-2.16320, -1.18970, 3.91800], [-0.50830, -0.21980, 5.84660], [0.86890, 3.57000, 3.85000], [1.76720, 3.78920, 5.35580], [0.03880, 3.42090, 5.40710], [2.55340, 1.81140, 3.13710], [2.80950, 0.38580, 4.13310], [3.43420, 1.95840, 4.65810], [0.54880, 1.47730, 6.93060], [2.27270, 1.79960, 6.80400], [1.66030, 0.19970, 6.39780], [-2.97020, 2.14820, 2.78810], [-4.48050, 3.77700, 1.23510], [-4.56390, 4.94680, -0.67900], [-6.09620, 4.10440, -0.35480], [-5.73400, 4.71090, -1.96460], [-2.72180, 3.75410, -2.03080], [-3.90850, 3.73070, -3.34700], [-3.10860, 2.24440, -2.83350], [-6.48970, 1.79250, -1.28110], [-5.28760, 1.03010, -2.31850], [-6.18630, 2.43440, -2.90130], [6.31930, -1.86960, -2.85970], [5.43790, -0.97100, -3.38030], [4.49320, -0.39540, -2.56910], [3.59720, 0.53660, -3.09220], [2.63310, 1.17570, -2.19980], [2.72760, 1.04760, -0.96070], [1.63940, 1.98240, -2.85660], [1.72960, 2.21470, -4.18580], [2.71160, 1.71900, -4.98550], [2.70240, 1.98010, -6.39100], [1.40720, 2.09950, -7.13050], [2.25270, 0.87650, -7.30470], [3.63570, 0.84830, -4.46720], [4.62820, 0.26720, -5.26220], [5.53640, -0.63700, -4.72980], [6.53780, -1.16380, -5.60530], [7.66510, -0.28740, -5.82080], [8.37080, -0.70940, -7.10880], [8.78030, -2.13660, -6.99230], [7.60830, -3.01190, -6.69500], [6.97250, -2.52530, -5.39500], [0.37610, 2.49950, -2.14260], [-0.09600, 3.56450, -2.52090], [-0.13190, 1.73250, -1.28370], [4.43860, -0.65730, -1.52290], [0.98960, 2.83910, -4.66200], [3.52440, 2.62000, -6.70750], [1.35810, 2.82560, -7.92970], [0.48890, 1.99450, -6.57550], [2.78200, 0.72500, -8.23390], [1.91790, -0.02600, -6.81340], [4.69300, 0.49030, -6.31460], [8.37940, -0.31200, -4.97900], [7.30440, 0.73700, -5.91890], [9.25580, -0.09760, -7.28680], [7.68080, -0.62020, -7.94860], [9.43970, -2.21360, -6.20530], [9.25020, -2.44370, -7.85060], [7.95300, -4.04230, -6.60750], [6.88970, -2.92440, -7.51110], [7.70210, -2.62880, -4.57510], [6.11170, -3.14660, -5.14920], [5.13060, -1.37970, 1.01770], [3.48270, -0.87050, 1.11790], [2.36330, -0.56220, 1.27420], [-0.78860, -3.32180, -3.99850], [-0.76390, -1.67020, -3.38350], [0.71620, -1.18340, -3.33920], [1.26510, -0.92780, -4.40650], [1.22390, -1.12390, -2.19370], [-1.21480, -1.66750, -2.38990], [-1.35030, -1.06510, -4.07430]], "lowdin_charge": [1.21, -0.06, -0.56, -0.04, -0.05, 0.00, -0.04, -0.06, 0.03, -0.72, 0.05, -0.03, -0.03, 0.01, -0.67, 0.78, -0.56, -0.04, -0.05, -0.05, 0.05, -0.05, -0.04, 0.00, -0.69, 0.73, -0.55, -0.05, -0.04, -0.06, -0.66, 0.73, 0.09, 0.02, 0.07, 0.09, 0.09, 0.04, 0.09, 0.09, 0.08, 0.11, 0.13, 0.01, 0.12, 0.11, 0.03, 0.09, 0.09, 0.02, 0.09, 0.09, 0.08, 0.09, 0.09, 0.12, 0.11, 0.08, 0.08, 0.09, 0.08, 0.09, 0.04, 0.08, 0.01, 0.08, 0.05, -0.17, 0.10, -0.04, -0.31, -0.08, -0.02, 0.05, 0.01, -0.27, -0.08, -0.09, -0.13, 0.07, -0.16, -0.10, -0.14, -0.10, 0.05, -0.09, -0.15, -0.62, 0.03, -0.13, 0.06, 0.14, 0.15, 0.10, 0.11, 0.10, 0.11, 0.11, 0.14, 0.14, 0.14, 0.14, 0.19, 0.19, 0.14, 0.14, 0.13, 0.15, 0.58, -0.97, -0.11, 0.57, -0.53, -0.73, 0.01, -0.13, 0.00, 0.07]}